Formula: C45H99N5O7
Source: the Open Molecules 2025 dataset
Level of theory: wB97M-V/def2-TZVPD

Geometry as XYZ:
```
156
Properties=species:S:1:pos:R:3:forces:R:3
C 0.94930 1.26099 4.73243 -0.139 -0.405 -0.715
C 2.42556 -1.64741 0.17644 -1.066 0.253 0.639
H -4.24235 -0.70849 -3.60863 -0.068 -0.141 -0.116
H 5.19350 2.57994 4.21062 -0.075 0.145 0.047
O -1.58807 -1.08609 -1.02926 -0.119 -0.005 0.382
H -1.30930 -0.04785 -7.80276 0.078 -0.101 0.055
H 0.39600 -3.93726 3.14413 0.258 -0.267 0.220
H 4.12388 -5.96380 3.27227 0.271 0.043 0.645
H 2.64363 -1.89027 4.86078 -0.074 -0.026 -0.133
C 3.07997 -5.74225 6.06144 -0.059 -0.932 -0.029
C -0.66612 7.22453 -0.42917 0.531 0.283 0.009
H -1.95460 -5.14300 -5.23690 0.037 0.023 0.050
H -5.19997 -2.69316 -4.82119 -0.123 0.056 -0.227
C -3.85008 -1.24771 -5.69734 1.701 0.394 0.975
H -3.47002 2.17516 -5.70297 -0.065 -0.061 0.330
C 0.12579 -4.54413 4.00905 -0.036 -0.027 0.008
H -0.65345 -4.48592 -4.78608 -0.050 -0.015 0.060
C 4.55174 -3.90322 5.33092 0.261 -0.160 -1.018
H -6.20135 0.26775 -8.24906 -0.051 0.131 -0.222
H -2.91768 -7.74825 -1.17347 0.041 0.034 0.043
H 2.43593 2.69956 2.86100 0.190 0.109 -0.365
H 3.48734 -1.83957 0.02371 0.052 0.081 0.192
H 1.39950 -6.89392 5.33277 0.013 -0.148 0.106
C 1.92412 1.95185 6.90188 -0.052 -0.840 0.091
H 3.76759 0.11398 1.96510 0.574 0.308 0.187
O -6.13586 -0.53948 -5.82303 0.014 0.315 0.650
H 4.38159 -3.23284 6.17087 -0.003 -0.426 0.376
O -3.03195 6.11465 -1.50190 0.032 0.039 -0.146
C -2.54371 -1.28050 -6.53320 0.037 -0.042 0.102
H 0.64033 0.27642 5.09209 0.107 0.073 0.244
C 4.15233 0.72796 4.10665 1.059 -0.771 -1.076
C 0.45792 -0.11643 -0.38657 1.130 1.089 0.618
H 0.46063 6.02999 -4.50926 0.047 0.106 0.035
C 3.31340 -5.29913 3.57671 -0.427 0.402 -1.309
C -5.67717 1.19380 -7.99706 -0.464 -0.992 -0.189
C -4.51673 1.93428 -5.90656 0.320 0.411 0.161
H 0.19434 -3.77024 -2.27521 -0.028 0.498 -0.088
H -1.61841 0.71047 -6.28410 -0.287 -0.066 0.279
H 0.96885 5.81768 -1.54338 0.295 0.219 0.065
H -3.38109 0.21151 -8.68366 -0.407 0.206 -0.137
H -0.69647 8.92448 -2.33500 0.192 0.015 -0.330
O 3.18452 -0.42912 5.95114 -0.250 0.850 -0.191
H -4.96486 2.87753 -6.22567 0.004 -0.122 -0.383
H -4.44120 -3.20039 -6.36300 -0.127 -0.112 0.056
H -3.71218 3.96965 -2.65990 -0.215 -0.484 -0.255
H -1.01454 0.24979 1.17513 -0.034 0.337 -0.177
C -1.28842 8.08435 -2.70770 -0.131 0.265 0.595
H -0.45850 6.31988 0.14348 -0.344 -0.059 0.046
N 3.39038 0.84932 5.33578 0.656 0.821 -0.378
H 2.37700 -0.40061 -1.46471 -0.231 0.890 -0.182
H -6.43181 1.89762 -7.65391 0.125 0.020 0.253
H 2.38973 -5.80947 3.29917 0.004 -0.231 0.446
H -2.63581 -1.98765 -7.36243 -0.225 0.145 -0.148
H -0.99298 -3.05826 6.04150 -0.011 0.003 0.077
H -0.33467 -5.56107 6.40042 -0.118 0.243 -0.470
H -3.11476 6.35291 -4.11654 -0.230 -0.344 0.279
H -0.00641 3.65097 -2.74785 -0.585 0.071 0.467
H 1.81103 0.97930 7.38981 -0.321 0.045 -0.015
H 4.87218 -3.23230 4.52852 -0.138 -0.198 -0.220
C 4.44150 2.12681 3.55985 -0.585 1.206 -0.201
H -1.71156 -0.95520 -1.97516 -0.080 -0.028 0.036
H -2.85537 4.92804 -5.11251 0.158 -0.266 0.111
H 3.94681 -1.20478 3.11608 -0.085 0.013 -0.068
C 0.10020 -2.62330 -0.38244 -0.599 -1.029 -0.817
N -0.19286 -1.29196 -0.90880 0.546 -0.240 -0.935
C -0.42969 4.36480 -3.46283 1.337 0.019 0.085
H 0.79833 -4.80522 7.40034 0.228 0.711 -0.238
H 1.60168 4.99727 -3.69924 0.125 0.171 0.172
H -0.84503 1.51417 -0.94522 -0.265 -0.306 -0.360
C 0.63029 5.47830 -3.57886 -0.897 0.106 -0.630
H -6.61447 -1.23873 -6.28187 0.120 0.078 -0.101
H 2.72799 2.45035 7.44431 0.027 0.232 -0.234
H 0.76521 1.93378 -1.26948 0.525 -0.410 0.263
H 1.23194 7.27315 -2.54383 -0.112 0.154 0.214
H 2.37788 0.53601 0.13188 0.571 0.054 -0.379
H 6.06860 0.84498 5.12222 -0.134 0.192 -0.096
C 3.23153 3.08326 3.50326 0.317 -0.675 1.037
C 2.23496 1.74850 5.39846 -0.729 0.448 1.413
H 0.44140 1.27922 1.33817 -0.096 0.150 -0.344
C -3.43949 -0.61097 -4.34897 -0.781 0.734 1.040
C -1.84333 4.85370 -3.12398 0.439 -0.718 -0.242
C 0.67597 -5.13998 6.36231 -0.064 -0.583 0.918
H -2.54981 -1.02209 -3.86709 0.036 -0.452 -0.430
O -2.40794 -7.25602 -0.52151 -0.023 0.088 -0.091
H 4.87661 2.12450 2.55916 0.143 -0.620 0.053
H -1.78241 -1.70327 -5.87383 0.028 -0.063 -0.038
C 0.07030 0.29356 1.05245 -0.302 -0.804 0.626
H 0.98261 2.48403 7.02704 0.077 0.134 0.046
H 1.81819 -3.62491 0.37312 0.001 -0.532 -0.502
H 3.38622 3.54321 5.62604 0.218 -0.090 -0.128
H -0.96709 -4.55551 4.02655 -0.006 0.080 0.345
H 3.32319 -4.48050 2.84698 0.225 0.126 0.139
H -1.58230 6.13685 -4.81435 -0.059 -0.253 -0.311
H 1.03384 1.14088 3.64953 0.175 0.148 0.050
H -5.24503 1.56994 -8.92363 0.069 0.165 0.085
H 2.48038 -0.25909 2.99340 0.053 0.012 0.396
H -2.94070 1.79903 -8.00847 -0.401 0.122 -0.141
H 1.82971 3.86036 4.93620 -0.300 -0.359 0.172
C 5.55858 0.16844 4.42588 0.418 0.615 0.841
H 0.43603 -0.37819 1.83859 0.204 -0.141 -0.296
H 0.22354 7.84354 -0.27359 -0.049 0.144 -0.272
C 1.61642 -2.84921 -0.36727 0.689 1.287 1.052
O 2.35511 -2.59524 4.25651 0.010 -0.028 -0.436
H -3.21882 5.48091 -0.80061 -0.098 0.176 0.062
H 5.36671 -4.61453 5.47896 0.071 0.143 0.329
C -2.08627 0.08405 -7.04649 -0.600 0.141 -0.426
H -0.41275 -4.65883 -0.96033 0.004 0.080 0.271
H 3.76869 -6.54280 5.77121 -0.045 -0.155 0.221
H -1.37164 -2.20015 1.14570 -0.237 -0.215 -0.257
C 0.58396 6.41448 -2.37743 -0.132 -1.312 0.167
C -4.28315 -2.68083 -5.41494 -0.596 -0.036 -0.116
H 3.38924 -0.16071 6.85448 0.040 -0.738 0.095
H 6.16456 0.17825 3.52000 -0.077 -0.325 -0.080
H 3.56343 4.06716 3.17506 -0.139 0.005 -0.186
H -5.03314 1.69908 -4.97592 0.093 -0.277 -0.047
H -3.57589 -3.24855 -4.80985 0.381 0.292 -0.189
N -1.74040 5.69916 -1.92460 0.570 -0.812 -0.253
H 0.03319 0.71380 -2.31265 -0.163 0.206 -0.072
C 3.27285 -4.68862 4.97255 -0.283 0.893 0.610
H 0.05595 -2.06482 5.00922 -0.103 0.330 0.309
H -2.59424 2.93517 -3.67076 -0.411 -0.020 -0.055
C -2.39500 5.56566 -4.35928 -0.010 1.225 -0.106
H -1.00257 -3.91825 1.05493 0.300 -0.152 0.080
O -1.51566 -4.77112 -4.46355 0.006 -0.022 -0.102
N -4.86274 -0.50218 -6.42315 0.148 -1.121 -1.330
C -0.82240 6.84534 -1.91898 -0.073 0.686 0.327
H -2.31305 8.36802 -2.45882 -0.094 -0.318 -0.093
C 2.65634 3.14506 4.91762 0.232 0.110 -0.712
C -3.27263 0.79018 -7.76362 1.309 -1.042 0.579
H -2.27761 -6.38702 -0.91978 0.003 -0.082 0.027
H 0.12308 1.95602 4.88872 0.079 0.052 0.185
N 2.19230 -3.69940 5.10013 -0.083 0.071 1.472
H 2.02828 -3.08118 -1.34778 -0.309 -0.318 -0.092
C 0.78816 -4.01919 5.30065 -0.678 -1.166 0.010
H -1.46153 -3.49050 -1.72687 0.020 0.221 0.167
C 0.03976 -2.79461 5.81932 0.467 -0.269 -0.494
C 0.09440 1.07122 -1.28299 -0.423 0.221 -0.154
H -0.40138 3.78601 -4.39084 -0.468 0.169 -0.159
C -2.69608 3.60915 -2.82220 0.098 0.747 0.246
H 5.63207 -0.78371 4.95305 -0.512 -0.290 -0.515
C -4.58332 0.81091 -6.97585 -0.360 1.560 0.038
H -2.37470 3.06144 -1.93441 0.174 0.203 0.058
C 1.65541 -6.30059 6.21562 0.559 0.580 -0.967
H 0.55534 -2.44615 6.71437 -0.140 0.315 -0.030
H 0.12796 -2.67882 1.77327 -0.049 -0.482 -0.029
H -3.27064 0.46637 -4.38274 0.120 -0.117 -0.358
C -0.57362 -2.92612 0.96854 0.271 1.614 0.487
H -1.19094 8.00387 -3.78779 0.099 -0.031 0.016
C 2.00295 -0.31047 -0.44111 -0.691 -1.306 -0.069
H -1.49967 7.78362 -0.00726 -0.208 -0.231 -0.106
C 3.57194 -0.18847 2.99510 -0.806 -0.219 0.117
H 2.20731 -1.57008 1.24524 0.381 -0.265 0.080
H 1.63921 -6.94408 7.09412 -0.205 -0.096 -0.057
H 0.44437 -5.57858 3.88840 -0.059 0.033 -0.429
H 3.40370 -5.41990 7.05371 0.085 0.487 -0.156
C -0.43680 -3.65372 -1.39113 -0.108 -0.683 -0.393
```
Positions in Å, forces in eV/Å.

Values from the calculation:
HOMO   -7.80 eV
Kohn-Sham gap   8.1 eV